(1)
Here is a 8-piece molecular cluster, C24H69O29P7 overall at a distorted geometry from the OMol25 dataset. Energies are from ωB97M-V with the def2-TZVPD basis set.

**ΔE to the lowest compared entry with this formula, charge and spin**: 1635.5 kJ/mol
**Electronic energy**: -150402.4119 eV
**Spin multiplicity**: 1
**Frontier orbital gap**: 9.219 eV

Each line ends with the Löwdin charge.
CARTESIAN COORDINATES (ANGSTROEM)
C1 115.128 35.146 44.141  -0.04
C2 114.281 35.206 42.983  -0.47
O1 114.608 34.483 41.988  0.00
C3 112.938 35.938 43.076  0.00
H1 115.986 34.586 43.950  0.06
H2 114.562 34.654 44.949  0.12
H3 115.367 36.019 44.655  0.06
H4 113.358 36.930 43.651  0.13
H5 112.157 35.446 43.588  0.06
H6 112.507 36.034 42.144  0.04
C4 123.417 44.219 41.533  -0.07
O2 122.193 43.681 40.873  -0.22
P1 121.174 42.584 41.585  0.50
O3 119.825 42.762 41.084  -0.21
O4 121.833 41.270 40.979  -0.21
C5 122.309 41.216 39.625  -0.07
O5 121.417 42.383 43.243  -0.19
C6 121.746 41.231 43.819  -0.19
H7 123.910 44.933 40.977  0.05
H8 124.243 43.657 41.939  0.08
H9 123.148 44.768 42.440  0.09
H10 123.186 41.788 39.470  0.09
H11 121.621 41.516 38.954  0.07
H12 122.532 40.326 39.229  0.04
H13 121.870 41.263 44.932  0.12
H14 122.767 41.009 43.540  0.09
H15 121.247 40.396 43.642  0.03
C7 116.231 37.433 41.004  0.04
O6 116.830 38.392 41.976  -0.22
P2 115.839 39.374 42.689  0.39
O7 115.240 38.572 43.790  -0.27
O8 116.546 40.701 43.250  -0.14
C8 117.896 40.675 43.567  -0.10
O9 114.698 39.938 41.743  -0.27
C9 113.430 40.328 42.227  -0.11
H16 117.128 37.117 40.690  0.04
H17 115.466 38.169 40.381  0.17
H18 115.743 36.716 41.360  -0.02
H19 118.147 41.245 44.481  0.13
H20 118.455 41.147 42.757  0.10
H21 118.418 40.009 43.715  -0.06
H22 113.718 41.250 42.835  0.10
H23 113.083 39.471 43.019  0.12
H24 112.671 40.438 41.327  0.12
C10 118.778 29.194 42.784  -0.08
O10 119.852 28.862 41.857  -0.23
P3 121.303 29.555 42.099  0.43
O11 121.101 31.033 41.822  -0.29
O12 122.036 29.378 43.486  -0.18
C11 123.378 29.079 43.638  -0.12
O13 122.152 29.168 40.856  -0.20
C12 121.573 29.028 39.540  -0.03
H25 117.788 28.555 42.566  0.14
H26 118.519 30.257 42.948  0.09
H27 119.147 28.799 43.665  0.04
H28 123.593 28.548 44.502  0.07
H29 124.029 30.067 43.563  0.14
H30 123.796 28.560 42.801  0.07
H31 121.048 29.828 39.296  0.05
H32 120.941 28.046 39.439  0.15
H33 122.309 28.980 38.961  0.01
C13 118.073 37.925 47.569  0.01
O14 118.535 36.541 47.317  -0.20
P4 119.363 35.728 48.439  0.48
O15 120.221 36.600 49.356  -0.27
O16 118.163 35.212 49.276  -0.22
C14 118.288 34.584 50.522  -0.11
O17 120.035 34.295 48.110  -0.20
C15 121.408 34.053 48.271  -0.10
H34 117.446 38.048 46.823  0.05
H35 118.838 38.542 47.450  0.05
H36 117.736 38.210 48.405  0.03
H37 119.294 34.608 50.841  0.06
H38 118.229 33.513 50.221  0.10
H39 117.574 34.659 51.347  0.09
H40 121.972 35.063 48.232  0.11
H41 121.671 33.644 47.341  0.07
H42 121.769 33.750 49.102  0.02
C16 122.777 38.799 47.065  -0.15
O18 121.838 39.107 48.068  -0.24
P5 122.440 39.044 49.646  0.47
O19 123.486 40.139 49.806  -0.31
O20 121.383 39.438 50.756  -0.16
C17 119.944 39.340 50.594  -0.04
O21 123.182 37.695 49.982  -0.29
C18 124.602 37.609 49.814  -0.13
H43 122.208 38.854 46.163  0.04
H44 123.091 37.648 46.970  0.14
H45 123.461 39.632 47.024  0.09
H46 119.844 39.433 49.651  0.00
H47 119.462 40.070 50.963  0.02
H48 119.563 38.346 51.021  0.13
H49 125.044 36.409 49.994  0.15
H50 124.978 38.341 50.723  0.13
H51 124.764 38.010 48.743  0.08
C19 122.096 33.682 39.728  -0.11
O22 121.160 34.583 39.208  -0.22
P6 120.331 35.589 40.174  0.45
O23 121.116 35.840 41.367  -0.22
O24 120.008 36.958 39.480  -0.18
C20 120.175 38.161 40.166  -0.07
O25 118.936 34.967 40.677  -0.20
C21 118.773 33.785 41.358  -0.16
H52 122.310 33.072 38.780  0.12
H53 121.768 32.885 40.358  0.04
H54 122.770 34.364 40.235  0.08
H55 120.924 38.782 39.541  0.13
H56 120.205 38.185 41.104  -0.01
H57 119.129 38.578 39.973  0.12
H58 117.741 33.731 41.748  0.07
H59 119.332 33.595 42.375  0.10
H60 118.859 32.709 40.828  0.13
C22 118.932 36.438 43.738  -0.09
O26 119.903 35.492 44.022  -0.20
P7 121.274 35.932 44.550  0.39
O27 121.156 36.051 45.998  -0.23
O28 122.480 34.937 44.377  -0.18
C23 122.294 33.797 43.561  -0.11
O29 121.689 37.457 44.048  -0.22
C24 122.916 37.630 43.329  -0.10
H61 118.715 36.880 44.800  0.14
H62 118.038 36.123 43.283  0.06
H63 119.331 37.072 42.977  0.06
H64 122.735 33.968 42.565  0.07
H65 121.281 33.357 43.457  0.08
H66 122.999 33.081 44.032  0.10
H67 123.294 38.472 43.800  0.05
H68 122.826 37.783 42.251  0.09
H69 123.704 36.967 43.555  0.07

Cartesian forces, eV/Å:
-0.75 -0.71 1.96
-1.08 -3.13 -3.58
-1.11 2.55 2.26
3.85 2.22 2.18
1.41 -0.93 -0.33
-0.07 -0.37 -0.30
0.47 2.12 0.25
-1.90 -1.86 -1.58
-0.32 -0.78 1.48
-0.39 0.99 -2.29
-1.84 -0.06 2.19
1.01 0.05 2.51
2.14 -0.48 -0.21
-0.61 0.55 0.69
0.64 -1.31 0.20
0.59 2.28 2.43
-2.15 4.24 -4.33
5.05 -0.18 3.30
0.31 1.41 -2.19
-0.25 -1.90 -0.49
-0.64 0.01 -0.13
0.85 0.93 0.29
-2.80 1.79 -1.91
0.87 -4.31 -0.04
-0.70 0.80 -0.70
0.59 -0.48 -0.25
-3.06 -3.43 -1.32
0.08 9.72 -2.60
-0.13 1.04 -0.75
-2.13 -1.00 3.51
-0.18 0.56 -0.11
-0.76 -1.79 -1.11
-5.25 13.99 -1.99
1.77 -0.71 -1.67
-1.22 -0.79 2.06
2.63 -1.44 -2.86
2.37 -2.49 0.69
-4.20 -5.71 3.79
-0.91 0.48 -0.37
-0.19 0.67 -0.13
7.54 -14.14 2.41
-1.55 -0.76 -0.93
0.48 2.16 -2.02
1.79 0.01 2.05
-2.14 -1.19 -0.96
0.84 -0.19 0.73
-2.36 6.26 -2.46
-0.27 -1.18 1.67
-1.91 -1.27 -0.63
3.07 3.05 -2.01
0.93 -2.73 0.11
-4.32 -4.75 5.38
2.43 1.54 -0.12
0.50 -0.43 -0.80
0.22 -0.56 2.32
0.00 -0.76 1.78
-1.46 -1.66 0.72
-0.13 -0.83 -0.61
-2.79 3.65 -0.70
1.10 1.92 0.38
6.27 -0.70 -4.84
3.34 -4.99 -3.31
0.67 -0.89 0.88
2.15 2.52 2.85
-0.94 -1.42 -2.35
-3.03 0.79 0.50
0.53 -3.64 -1.02
-1.92 1.18 0.15
-0.04 6.25 -6.08
-3.37 0.79 -3.41
3.87 2.49 -1.02
-3.16 0.68 6.95
1.10 0.80 0.91
-0.28 0.17 0.59
-0.22 1.24 -0.71
-0.93 -1.14 -0.19
0.94 -1.41 -0.69
1.32 -3.34 5.82
-0.21 -2.01 -1.12
-0.47 -1.12 3.76
3.49 4.55 -0.60
-1.35 -1.64 -0.92
-1.01 -1.07 -0.37
3.78 -7.25 3.28
-1.68 -1.73 -0.20
1.55 0.03 1.34
-0.57 0.17 -0.80
-0.08 2.58 0.96
1.17 -0.41 0.16
-1.50 -0.20 -6.82
-2.77 5.62 3.60
0.61 1.44 -0.91
-1.72 3.65 -0.65
-0.12 -1.92 -2.80
0.74 -0.78 2.01
0.76 -1.01 -1.69
-4.07 2.18 -0.56
1.14 -1.40 1.52
1.54 0.33 1.65
-0.14 -3.24 -1.31
-2.41 3.29 -9.47
0.36 1.12 -2.24
-0.58 -4.90 2.85
1.09 1.23 1.32
-0.99 -0.05 1.10
1.21 -0.90 -0.19
-1.08 -0.93 1.66
1.44 -0.60 7.79
1.42 0.51 0.17
0.10 0.48 -0.58
-0.16 1.10 -2.18
0.33 2.81 0.29
-0.19 2.34 2.52
0.18 -2.67 -2.09
1.41 2.86 3.54
-0.29 0.51 1.54
-1.24 0.34 -1.67
1.88 -1.90 -0.88
-0.30 -2.72 -1.11
-0.68 0.57 -0.38
-0.02 0.03 -2.28
-1.08 -1.57 -0.12
0.34 1.26 0.00
-0.57 0.12 0.24
0.57 0.61 0.37
-0.79 -0.12 -0.29
0.76 2.32 0.35
-0.39 -0.22 0.21
0.36 -1.76 0.11

***

(2)
Here is a 15-piece molecular cluster, C24H70BrClF5NO17P overall from the OMol25 dataset. Energies are from ωB97M-V with the def2-TZVPD basis set.

**Total charge**: -1
**Electronic energy**: -167758.9147 eV
**Spin multiplicity**: 1
**Frontier orbital gap**: 7.117 eV

Each line ends with the Löwdin charge.
CARTESIAN COORDINATES (ANGSTROEM)
C1 -0.095 -0.123 3.515  -0.14
C2 -0.941 -0.167 2.248  -0.75
Cl1 -1.868 1.379 2.139  0.67
C3 -0.116 -0.395 0.994  -0.29
P1 -0.819 -0.809 -0.752  0.68
F1 -0.186 -2.405 -0.618  -0.33
C4 -2.534 -1.347 -0.155  -0.23
C5 -2.579 -2.676 0.608  -0.11
C6 -2.837 -3.945 -0.176  -0.64
F2 -3.585 -3.757 -1.281  0.11
F3 -1.756 -4.599 -0.580  0.14
F4 -3.520 -4.835 0.560  0.12
C7 -1.235 -1.436 -2.617  -0.26
C8 -2.143 -0.706 -3.509  -0.82
O1 -3.296 -0.477 -3.410  0.03
Br1 -1.259 -0.164 -5.255  0.57
C9 -1.443 0.996 -1.040  -0.49
O2 -2.584 1.360 -1.131  0.03
N1 -0.402 2.017 -1.035  0.13
C10 0.643 1.935 -1.951  -0.51
O3 1.782 1.667 -1.787  0.14
F5 0.205 2.283 -3.198  0.07
H1 0.626 0.700 3.461  0.08
H2 0.448 -1.070 3.617  0.07
H3 -0.724 0.013 4.401  0.06
H4 -1.703 -0.938 2.390  0.08
H5 0.532 0.482 0.859  0.08
H6 0.564 -1.228 1.227  0.07
H7 0.457 -0.406 -1.260  0.03
H8 -3.207 -1.410 -1.016  0.08
H9 -2.958 -0.557 0.468  0.06
H10 -3.399 -2.650 1.340  0.13
H11 -1.676 -2.841 1.196  0.08
H12 -0.272 -1.606 -3.099  0.05
H13 -1.702 -2.420 -2.483  0.08
H14 -0.881 2.920 -1.143  0.11
C11 -4.911 3.636 1.524  -0.16
O4 -3.694 3.874 2.219  -0.17
H15 -5.082 2.563 1.555  0.07
H16 -5.757 4.139 1.997  0.06
H17 -4.840 3.943 0.476  0.07
H18 -3.501 4.815 2.191  0.07
C12 0.192 -5.603 2.461  -0.16
O5 -0.261 -4.268 2.368  -0.13
H19 -0.144 -5.997 3.419  0.08
H20 -0.211 -6.235 1.664  0.08
H21 1.284 -5.657 2.420  0.05
H22 0.035 -3.908 1.521  0.06
C13 3.807 -1.143 -1.856  -0.14
O6 3.797 -0.118 -2.844  -0.14
H23 4.787 -1.618 -1.888  0.08
H24 3.646 -0.732 -0.856  0.08
H25 3.043 -1.900 -2.047  0.08
H26 2.932 0.308 -2.784  0.05
C14 -7.411 1.647 3.759  -0.16
O7 -7.624 2.517 2.659  -0.13
H27 -6.333 1.558 3.874  0.07
H28 -7.831 2.046 4.687  0.07
H29 -7.824 0.650 3.580  0.08
H30 -8.569 2.620 2.516  0.07
C15 -4.157 -0.346 6.070  -0.16
O8 -3.014 0.497 6.032  -0.13
H31 -3.947 -1.197 5.427  0.08
H32 -4.371 -0.712 7.075  0.06
H33 -5.043 0.169 5.685  0.06
H34 -3.177 1.264 6.588  0.07
C16 6.949 1.314 -4.123  -0.14
O9 6.427 0.941 -2.859  -0.14
H35 7.801 1.972 -3.952  0.06
H36 7.296 0.451 -4.699  0.08
H37 6.210 1.858 -4.719  0.08
H38 5.668 0.358 -3.011  0.05
C17 9.040 3.077 -1.553  -0.18
O10 8.449 1.906 -1.019  -0.12
H39 9.771 3.437 -0.830  0.07
H40 9.559 2.887 -2.498  0.07
H41 8.304 3.866 -1.721  0.06
H42 7.786 1.597 -1.654  0.03
C18 7.646 6.221 -3.322  -0.16
O11 9.014 5.882 -3.179  -0.14
H43 7.078 5.294 -3.263  0.07
H44 7.307 6.888 -2.523  0.07
H45 7.436 6.695 -4.285  0.08
H46 9.526 6.698 -3.208  0.06
C19 -2.440 -3.794 -5.736  -0.16
O12 -2.605 -3.029 -6.932  -0.16
H47 -1.399 -4.107 -5.699  0.08
H48 -2.659 -3.193 -4.849  0.06
H49 -3.089 -4.672 -5.758  0.06
H50 -3.519 -2.732 -6.956  0.07
C20 3.567 -3.914 2.860  -0.17
O13 3.263 -2.615 2.381  -0.12
H51 2.692 -4.245 3.416  0.06
H52 3.753 -4.616 2.041  0.08
H53 4.426 -3.912 3.537  0.07
H54 4.010 -2.281 1.876  0.07
C21 9.653 7.090 -0.324  -0.15
O14 9.595 8.130 -1.301  -0.14
H55 10.518 6.481 -0.568  0.08
H56 9.776 7.494 0.684  0.08
H57 8.766 6.455 -0.358  0.07
H58 8.833 8.684 -1.105  0.08
C22 -3.377 4.223 -2.322  -0.14
O15 -2.165 4.455 -1.613  -0.13
H59 -3.597 3.167 -2.198  0.07
H60 -4.201 4.815 -1.913  0.07
H61 -3.270 4.445 -3.388  0.08
H62 -1.915 5.379 -1.692  0.08
C23 -5.172 -6.799 -3.743  -0.16
O16 -4.397 -5.636 -3.971  -0.13
H63 -5.435 -7.197 -4.722  0.07
H64 -4.615 -7.565 -3.195  0.07
H65 -6.095 -6.579 -3.199  0.07
H66 -4.148 -5.261 -3.118  0.06
C24 -6.004 -3.491 8.398  -0.16
O17 -6.110 -2.505 7.384  -0.13
H67 -4.945 -3.719 8.500  0.08
H68 -6.377 -3.132 9.362  0.07
H69 -6.532 -4.411 8.134  0.07
H70 -7.039 -2.285 7.267  0.08

Cartesian forces, eV/Å:
0.04 -0.04 0.02
-0.07 -0.22 0.21
-0.09 0.06 0.05
0.30 0.02 0.08
-0.19 0.15 0.35
0.09 -0.14 0.11
-0.15 -0.33 -0.40
-0.25 0.20 0.52
0.05 0.46 0.11
-0.37 0.23 -0.50
0.87 -0.26 -0.29
-0.49 -0.46 0.62
0.19 -0.26 -0.45
-0.08 -0.32 0.09
-0.10 0.09 -0.02
0.10 0.22 -0.01
0.36 -0.35 0.19
-0.05 0.08 0.06
-0.19 0.32 -0.20
-0.65 0.15 -0.06
0.23 -0.10 -0.08
0.35 0.01 0.19
-0.06 -0.13 0.01
-0.02 0.15 -0.05
0.05 0.05 -0.14
0.04 0.10 -0.13
-0.10 -0.09 -0.03
-0.10 0.10 -0.11
0.02 -0.10 -0.04
0.10 0.14 0.11
0.20 -0.08 0.04
0.07 0.04 -0.17
-0.17 -0.05 -0.11
-0.11 0.12 0.07
0.01 0.19 0.14
-0.06 -0.16 -0.15
0.16 0.06 -0.04
-0.03 0.13 0.12
-0.02 0.01 -0.02
-0.01 -0.04 0.00
0.00 -0.04 -0.01
0.01 -0.05 -0.06
0.03 -0.01 -0.12
0.09 0.01 -0.07
0.00 0.02 0.01
-0.06 0.02 0.00
0.01 -0.09 0.04
0.01 0.05 0.01
0.00 -0.03 0.02
-0.05 -0.45 0.04
0.00 -0.01 0.01
-0.01 0.02 0.01
-0.01 0.01 -0.01
0.19 0.34 -0.04
0.08 0.01 -0.04
-0.20 0.03 0.02
0.00 -0.02 0.03
0.00 0.01 0.00
0.01 -0.01 -0.02
0.03 -0.06 0.02
0.09 0.18 -0.01
0.02 -0.05 0.08
-0.01 -0.02 0.01
0.01 -0.02 -0.01
-0.03 -0.05 -0.01
0.00 -0.01 -0.07
-0.03 0.03 -0.02
0.35 -0.09 -0.31
-0.01 0.00 -0.02
0.00 -0.01 0.02
-0.01 0.00 0.00
-0.33 0.33 0.26
-0.08 -0.11 0.10
0.12 0.09 -0.18
0.01 0.03 -0.01
0.02 0.03 0.00
0.01 0.04 0.00
-0.17 -0.18 0.24
0.03 -0.04 0.02
0.04 0.04 -0.21
-0.02 0.01 0.00
0.00 -0.01 0.02
0.00 -0.01 -0.01
-0.06 0.00 0.19
-0.14 0.09 -0.36
-0.01 -0.12 0.01
0.02 0.01 0.01
0.00 -0.06 0.03
0.11 0.02 0.19
0.07 0.08 0.02
-0.04 0.15 -0.02
0.04 0.01 0.01
0.01 -0.03 0.01
0.00 -0.04 0.02
0.02 -0.01 -0.02
-0.04 -0.01 0.00
-0.01 0.02 -0.06
-0.02 0.04 0.04
-0.01 -0.02 0.01
0.01 0.02 0.00
0.01 -0.02 -0.01
0.04 -0.01 -0.02
-0.02 -0.08 -0.05
0.15 0.16 0.10
-0.03 0.01 -0.01
0.02 0.01 0.02
0.02 0.00 0.01
-0.05 -0.04 -0.05
0.03 0.05 -0.01
-0.08 -0.10 0.16
-0.02 -0.03 0.01
0.01 -0.01 0.00
-0.01 0.01 0.00
0.03 0.08 -0.04
0.04 0.00 -0.03
-0.16 -0.03 0.06
0.00 -0.02 0.02
0.01 0.01 0.00
0.00 0.00 -0.01
0.04 -0.01 -0.02